(1)
{
  "formula": "C38H63Br4F10N5O4",
  "method": "ωB97M-V/def2-TZVPD",
  "multiplicity": 3,
  "s_squared": 2.008,
  "homo_lumo_gap_ev": [8.705, 8.864],
  "species": ["C", "N", "C", "C", "Br", "O", "C", "C", "C", "C", "N", "C", "Br", "C", "C", "Br", "C", "F", "F", "C", "F", "F", "C", "F", "F", "C", "F", "F", "F", "C", "C", "C", "C", "F", "N", "Br", "C", "C", "O", "H", "H", "H", "H", "H", "H", "H", "H", "H", "H", "H", "H", "H", "H", "H", "H", "H", "H", "H", "H", "H", "H", "H", "H", "H", "H", "H", "C", "C", "C", "C", "C", "C", "N", "O", "C", "C", "C", "H", "H", "H", "H", "H", "H", "H", "H", "H", "H", "H", "H", "H", "H", "H", "H", "H", "H", "C", "C", "C", "C", "C", "C", "N", "O", "C", "C", "C", "H", "H", "H", "H", "H", "H", "H", "H", "H", "H", "H", "H", "H", "H", "H", "H", "H", "H"],
  "positions_angstrom": [[3.423, 4.446, 2.503], [3.129, 3.003, 2.365], [3.772, 2.456, 1.161], [2.875, 1.497, 0.317], [2.978, 2.318, -1.535], [1.619, 1.211, 0.782], [0.526, 2.133, 0.936], [0.818, 3.627, 0.700], [0.086, 4.470, -0.343], [0.078, 4.173, -1.827], [-0.474, 5.528, 0.091], [0.141, 1.944, 2.460], [1.165, 0.680, 3.510], [-0.841, 2.534, 3.152], [-1.153, 2.262, 4.591], [-1.973, 3.855, 2.399], [-0.577, 1.490, 0.053], [-0.013, 1.382, -1.175], [-1.672, 2.254, -0.144], [-1.090, 0.049, 0.404], [-0.330, -0.637, 1.259], [-1.086, -0.673, -0.746], [-2.585, -0.061, 0.883], [-2.934, 0.862, 1.794], [-2.652, -1.243, 1.553], [-3.646, -0.213, -0.262], [-4.844, 0.129, 0.272], [-3.740, -1.491, -0.624], [-3.432, 0.561, -1.321], [3.640, 0.088, 0.161], [3.170, -1.026, 1.112], [3.760, -1.131, 2.550], [4.753, -0.090, 3.007], [5.477, -0.631, 4.073], [3.606, -0.427, -1.223], [2.037, -1.330, -1.676], [4.804, -1.179, -1.563], [5.879, -0.208, -2.045], [5.752, 0.027, -3.436], [3.190, 4.765, 3.512], [4.500, 4.604, 2.379], [2.920, 5.033, 1.744], [3.520, 2.600, 3.204], [4.734, 2.022, 1.423], [4.014, 3.319, 0.557], [1.861, 3.826, 0.490], [0.665, 4.157, 1.628], [-0.672, 3.428, -2.059], [-0.203, 5.058, -2.387], [1.041, 3.867, -2.207], [-0.889, 6.050, -0.675], [-1.270, 1.203, 4.769], [-2.110, 2.710, 4.833], [-0.410, 2.705, 5.244], [4.701, 0.229, 0.318], [2.093, -1.085, 1.181], [3.469, -1.956, 0.642], [2.936, -1.164, 3.251], [4.254, -2.089, 2.679], [4.228, 0.761, 3.432], [5.497, 0.189, 2.270], [5.230, -1.725, -0.715], [4.623, -1.869, -2.378], [6.876, -0.524, -1.735], [5.684, 0.734, -1.528], [5.926, 0.960, -3.569], [3.905, -6.523, -6.882], [3.242, -5.641, -5.808], [1.875, -5.159, -6.297], [1.968, -4.071, -7.363], [2.816, -2.907, -6.856], [4.203, -3.337, -6.373], [4.135, -4.503, -5.438], [3.809, -4.078, -4.258], [5.088, -3.668, -7.595], [4.883, -2.148, -5.701], [3.035, -6.576, -4.621], [3.250, -7.360, -7.128], [4.104, -6.013, -7.820], [4.847, -6.934, -6.517], [1.301, -4.771, -5.450], [1.310, -6.008, -6.688], [2.381, -4.477, -8.291], [0.966, -3.711, -7.606], [2.924, -2.157, -7.642], [2.281, -2.420, -6.034], [5.974, -4.228, -7.294], [5.430, -2.750, -8.071], [4.569, -4.227, -8.372], [4.296, -1.742, -4.879], [5.016, -1.345, -6.424], [5.866, -2.422, -5.315], [3.989, -6.898, -4.202], [2.494, -7.464, -4.948], [2.451, -6.114, -3.827], [-5.832, 2.139, 3.144], [-6.030, 0.996, 4.153], [-6.932, -0.082, 3.551], [-8.399, 0.332, 3.488], [-8.890, 0.755, 4.872], [-8.027, 1.848, 5.507], [-6.572, 1.520, 5.443], [-6.282, 0.688, 6.394], [-8.316, 3.194, 4.806], [-8.469, 2.052, 6.953], [-4.631, 0.418, 4.346], [-5.421, 1.750, 2.213], [-6.743, 2.663, 2.869], [-5.126, 2.874, 3.535], [-6.851, -0.999, 4.144], [-6.577, -0.333, 2.549], [-8.539, 1.139, 2.763], [-9.000, -0.508, 3.131], [-9.924, 1.101, 4.808], [-8.897, -0.126, 5.521], [-7.542, 3.927, 5.037], [-9.264, 3.604, 5.154], [-8.408, 3.113, 3.725], [-8.418, 1.133, 7.534], [-9.505, 2.390, 6.975], [-7.856, 2.806, 7.448], [-3.974, 1.143, 4.830], [-4.198, 0.162, 3.393], [-4.638, -0.492, 4.945]],
  "lowdin_spin": [0.000, 0.000, 0.000, 0.000, 0.000, 0.000, 0.000, 0.000, 0.000, 0.000, 0.000, 0.000, 0.000, 0.000, 0.000, 0.000, 0.000, 0.000, 0.000, 0.000, 0.000, 0.000, 0.000, 0.000, 0.000, 0.000, 0.000, 0.000, 0.000, 0.000, 0.000, 0.000, 0.000, 0.000, 0.000, 0.000, 0.000, 0.000, 0.000, 0.000, 0.000, 0.000, 0.000, 0.000, 0.000, 0.000, 0.000, 0.000, 0.000, 0.000, 0.000, 0.000, 0.000, 0.000, 0.000, 0.000, 0.000, 0.000, 0.000, 0.000, 0.000, 0.000, 0.000, 0.000, 0.000, 0.000, 0.002, 0.026, 0.015, 0.001, 0.014, 0.026, 0.358, 0.550, 0.002, -0.001, -0.001, 0.000, 0.000, 0.001, 0.002, 0.001, 0.000, 0.001, 0.001, 0.002, 0.002, 0.000, 0.000, 0.000, 0.000, 0.000, 0.000, 0.000, -0.001, 0.002, 0.026, 0.015, 0.001, 0.014, 0.026, 0.356, 0.551, 0.002, -0.001, -0.001, 0.000, 0.000, 0.001, 0.002, 0.001, 0.000, 0.001, 0.001, 0.002, 0.002, 0.000, 0.000, -0.001, 0.000, 0.000, 0.000, 0.000, -0.001]
}

***

(2)
{
  "formula": "C38H63HfN3O4PSSiTe4",
  "method": "ωB97M-V/def2-TZVPD",
  "charge": -1,
  "relative_energy_ev": 0.000,
  "homo_lumo_gap_ev": 5.673,
  "species": ["Hf", "Te", "Te", "Te", "Te", "C", "C", "C", "P", "C", "C", "C", "C", "C", "C", "C", "C", "C", "C", "N", "C", "C", "C", "C", "C", "C", "C", "C", "C", "H", "H", "H", "H", "H", "H", "H", "H", "H", "H", "H", "H", "H", "H", "H", "H", "H", "H", "H", "H", "H", "H", "H", "H", "H", "H", "H", "H", "H", "H", "H", "S", "C", "N", "C", "C", "C", "C", "O", "Si", "O", "O", "C", "C", "C", "C", "O", "C", "C", "C", "C", "H", "H", "H", "H", "H", "H", "H", "H", "H", "H", "H", "H", "H", "H", "H", "H", "H", "H", "H", "H", "H", "H", "H", "H", "H", "H", "H", "C", "C", "C", "N", "H", "H", "H", "H", "H"],
  "positions_angstrom": [[-0.002, -0.200, -0.797], [1.856, -2.236, -0.573], [4.035, -3.724, 0.007], [4.282, -0.349, -3.579], [2.562, 0.150, -1.594], [-3.009, -2.758, 3.140], [-1.614, -2.412, 2.624], [-0.802, -3.709, 2.492], [-1.461, -1.454, 1.061], [-1.976, 0.320, 1.482], [-2.135, 1.016, 0.110], [-3.208, 0.546, 2.355], [-2.733, -1.903, -0.173], [-4.096, -2.063, 0.126], [-5.035, -2.404, -0.825], [-6.479, -2.628, -0.461], [-4.591, -2.550, -2.144], [-3.273, -2.371, -2.483], [-2.293, -2.054, -1.519], [-0.953, -1.912, -1.875], [-0.519, -2.909, -2.805], [-0.566, -4.252, -2.398], [-0.987, -4.628, -1.004], [-0.158, -5.260, -3.263], [0.332, -4.979, -4.528], [0.816, -6.069, -5.445], [0.403, -3.646, -4.904], [-0.013, -2.606, -4.079], [0.080, -1.206, -4.611], [-2.892, -3.258, 4.105], [-3.512, -3.455, 2.471], [-3.650, -1.893, 3.291], [-1.099, -1.764, 3.337], [-1.331, -4.426, 1.861], [-0.669, -4.164, 3.476], [0.184, -3.538, 2.059], [-1.120, 0.759, 1.997], [-3.136, 1.417, -0.040], [-2.061, 0.301, -0.731], [-1.444, 1.846, -0.046], [-4.104, 0.080, 1.942], [-3.403, 1.621, 2.427], [-3.049, 0.178, 3.369], [-4.435, -1.920, 1.143], [-6.733, -2.124, 0.472], [-6.695, -3.692, -0.329], [-7.146, -2.256, -1.240], [-5.309, -2.791, -2.921], [-2.958, -2.464, -3.515], [-0.655, -3.873, -0.291], [-0.535, -5.579, -0.720], [-2.074, -4.716, -0.904], [-0.191, -6.289, -2.918], [0.474, -7.048, -5.107], [1.908, -6.091, -5.480], [0.459, -5.916, -6.465], [0.803, -3.393, -5.881], [0.473, -1.224, -5.627], [0.751, -0.587, -4.019], [-0.896, -0.719, -4.621], [-3.007, 2.288, -3.288], [-1.676, 1.465, -2.875], [-0.710, 0.877, -2.552], [0.473, 5.652, 1.838], [-0.309, 4.364, 2.061], [-0.566, 4.157, 3.550], [-1.638, 4.400, 1.310], [0.436, 3.237, 1.635], [1.258, 2.480, 0.449], [0.771, 0.915, 0.637], [2.853, 2.729, 0.604], [3.788, 2.453, 1.653], [3.507, 1.086, 2.268], [5.158, 2.467, 0.991], [3.684, 3.543, 2.714], [0.913, 2.877, -1.097], [1.260, 3.945, -2.012], [2.506, 4.699, -1.563], [1.529, 3.291, -3.362], [0.070, 4.891, -2.100], [-0.135, 6.512, 2.126], [0.742, 5.764, 0.788], [1.387, 5.659, 2.431], [-1.261, 4.910, 3.927], [0.365, 4.225, 4.114], [-0.994, 3.167, 3.713], [-2.148, 5.352, 1.468], [-2.293, 3.597, 1.656], [-1.481, 4.267, 0.239], [3.612, 0.298, 1.519], [2.497, 1.031, 2.678], [4.220, 0.898, 3.075], [5.193, 1.729, 0.189], [5.935, 2.230, 1.720], [5.365, 3.451, 0.567], [2.674, 3.569, 3.125], [3.912, 4.519, 2.280], [4.385, 3.347, 3.528], [3.359, 4.026, -1.489], [2.368, 5.174, -0.592], [2.727, 5.474, -2.300], [2.473, 2.744, -3.360], [1.582, 4.058, -4.138], [0.728, 2.598, -3.616], [-0.046, 5.459, -1.174], [-0.851, 4.340, -2.294], [0.221, 5.601, -2.915], [4.219, -2.147, 4.669], [3.238, -2.746, 3.663], [2.084, -1.879, 3.436], [1.193, -1.185, 3.236], [5.099, -2.786, 4.739], [3.776, -2.055, 5.661], [4.544, -1.159, 4.344], [2.872, -3.719, 3.997], [3.719, -2.913, 2.695]],
  "lowdin_charge": [0.898, 0.166, -0.063, -0.139, 0.215, -0.112, -0.529, -0.131, 1.042, -0.486, -0.174, -0.102, -0.296, -0.061, -0.283, -0.060, -0.033, 0.001, -0.347, -0.168, -0.297, -0.225, -0.053, -0.013, -0.273, -0.059, -0.009, -0.199, -0.053, 0.082, 0.074, 0.050, 0.074, 0.071, 0.081, 0.040, 0.085, 0.110, 0.005, 0.054, 0.065, 0.068, 0.070, 0.080, 0.071, 0.077, 0.073, 0.113, 0.123, 0.008, 0.086, 0.090, 0.112, 0.068, 0.081, 0.072, 0.116, 0.077, 0.009, 0.069, 0.560, -0.939, -0.074, -0.015, -0.633, -0.023, -0.011, -0.077, -0.052, -0.491, -0.135, -0.629, -0.038, -0.020, -0.024, -0.169, -0.605, -0.025, -0.033, -0.022, 0.089, 0.061, 0.081, 0.088, 0.081, 0.084, 0.090, 0.071, 0.074, 0.077, 0.066, 0.082, 0.085, 0.087, 0.085, 0.069, 0.087, 0.086, 0.088, 0.072, 0.094, 0.049, 0.090, 0.066, 0.064, 0.063, 0.090, -0.091, -0.247, -0.222, 0.192, 0.074, 0.073, 0.061, 0.116, -0.029]
}

***

(3)
{
  "formula": "C38H64Cl4F2NO34S2",
  "method": "ωB97M-V/def2-TZVPD",
  "multiplicity": 2,
  "charge": -2,
  "s_squared": 0.752,
  "homo_lumo_gap_ev": [3.476, 7.790],
  "species": ["N", "S", "O", "O", "F", "S", "O", "O", "F", "Cl", "C", "C", "Cl", "H", "H", "H", "H", "Cl", "C", "C", "Cl", "H", "H", "H", "H", "C", "C", "O", "C", "O", "O", "H", "H", "H", "H", "C", "C", "O", "C", "O", "O", "H", "H", "H", "H", "C", "C", "O", "C", "O", "O", "H", "H", "H", "H", "C", "C", "O", "C", "O", "O", "H", "H", "H", "H", "C", "C", "O", "C", "O", "O", "H", "H", "H", "H", "C", "C", "O", "C", "O", "O", "H", "H", "H", "H", "C", "C", "O", "C", "O", "O", "C", "H", "H", "H", "H", "H", "H", "H", "H", "C", "C", "O", "C", "O", "O", "C", "H", "H", "H", "H", "H", "H", "H", "H", "C", "C", "O", "C", "O", "O", "C", "H", "H", "H", "H", "H", "H", "H", "H", "C", "C", "O", "C", "O", "O", "C", "H", "H", "H", "H", "H", "H", "H", "H"],
  "positions_angstrom": [[-1.198, 0.382, -0.274], [-1.668, 0.469, -1.661], [-2.302, -0.671, -2.256], [-1.017, 1.395, -2.577], [-2.968, 1.261, -1.149], [0.241, -0.408, -0.790], [1.263, 0.393, -1.468], [0.196, -1.823, -1.004], [0.803, -0.423, 0.686], [0.789, -1.096, -5.121], [-0.544, -2.226, -4.708], [-0.149, -3.614, -5.283], [-1.495, -4.853, -5.057], [-1.454, -1.737, -5.056], [-0.679, -2.230, -3.627], [0.616, -3.988, -4.603], [0.046, -3.701, -6.352], [-2.315, -2.071, 3.543], [-2.533, -1.909, 1.742], [-3.629, -0.911, 1.331], [-5.202, -1.382, 2.074], [-2.801, -2.929, 1.465], [-1.538, -1.680, 1.359], [-3.660, -0.972, 0.244], [-3.352, 0.105, 1.611], [0.168, -4.979, 0.485], [1.684, -4.789, 0.371], [2.030, -3.973, 1.486], [1.004, -4.029, 2.326], [1.113, -3.794, 3.554], [-0.125, -4.536, 1.738], [-0.073, -6.031, 0.328], [-0.234, -4.379, -0.330], [1.957, -4.278, -0.553], [2.260, -5.713, 0.322], [-2.513, 3.252, 1.524], [-2.293, 4.725, 1.096], [-3.352, 4.951, 0.199], [-4.265, 4.019, 0.222], [-5.242, 4.003, -0.502], [-3.794, 2.956, 1.023], [-2.584, 3.176, 2.609], [-1.918, 2.438, 1.109], [-1.356, 4.726, 0.540], [-2.291, 5.513, 1.849], [-1.676, 4.498, -2.821], [-0.348, 4.239, -2.070], [0.120, 5.502, -1.820], [-0.805, 6.379, -2.025], [-0.763, 7.558, -1.782], [-1.879, 5.805, -2.581], [-2.329, 3.747, -2.377], [-1.537, 4.351, -3.892], [0.343, 3.716, -2.732], [-0.578, 3.661, -1.175], [5.292, -1.093, 1.076], [3.787, -0.789, 1.226], [3.670, -0.824, 2.593], [4.833, -0.600, 3.217], [5.040, -0.525, 4.431], [5.753, -0.578, 2.281], [5.649, -0.567, 0.191], [5.440, -2.166, 0.956], [3.262, -1.629, 0.771], [3.463, 0.164, 0.807], [-6.407, 0.997, -0.759], [-5.849, 0.658, -2.121], [-5.635, -0.727, -1.965], [-6.525, -1.211, -1.023], [-6.642, -2.424, -0.706], [-7.059, -0.156, -0.375], [-7.085, 1.838, -0.907], [-5.660, 1.262, -0.011], [-4.951, 1.224, -2.371], [-6.521, 0.892, -2.947], [0.450, 0.404, 3.911], [-0.459, 1.229, 3.000], [-0.690, 2.408, 3.736], [-0.376, 2.195, 5.027], [-0.514, 2.934, 5.968], [0.219, 1.005, 5.152], [1.487, 0.499, 3.589], [0.135, -0.637, 3.978], [-1.385, 0.681, 2.827], [-0.009, 1.407, 2.024], [5.310, 2.605, 1.610], [6.014, 2.546, 0.319], [5.128, 2.888, -0.708], [4.778, 2.187, -1.756], [5.182, 1.013, -1.975], [3.752, 2.791, -2.342], [3.179, 2.163, -3.457], [6.005, 2.568, 2.449], [4.537, 1.894, 1.899], [4.817, 3.563, 1.776], [6.467, 1.583, 0.083], [6.875, 3.212, 0.369], [3.159, 2.845, -4.307], [2.172, 1.819, -3.223], [3.684, 1.268, -3.821], [1.051, 6.084, 5.175], [0.910, 6.896, 3.879], [0.541, 6.043, 2.863], [1.426, 5.238, 2.165], [2.661, 5.389, 2.345], [0.783, 4.284, 1.358], [1.584, 3.321, 0.694], [0.259, 5.336, 5.152], [0.959, 6.580, 6.141], [1.998, 5.557, 5.069], [1.735, 7.592, 3.728], [0.098, 7.620, 3.939], [1.055, 2.680, -0.011], [1.957, 2.709, 1.515], [2.365, 3.831, 0.130], [-6.508, -5.133, 1.003], [-5.437, -6.037, 0.421], [-4.760, -5.249, -0.557], [-3.482, -5.339, -0.850], [-2.614, -6.043, -0.353], [-3.113, -4.494, -1.830], [-4.101, -3.575, -2.440], [-7.058, -4.703, 0.166], [-6.193, -4.269, 1.588], [-7.186, -5.721, 1.622], [-5.851, -6.985, 0.075], [-4.763, -6.361, 1.214], [-3.668, -3.009, -3.265], [-4.236, -2.756, -1.734], [-4.976, -4.171, -2.700], [3.323, -1.555, -2.289], [3.945, -2.564, -3.215], [3.904, -3.811, -2.609], [4.657, -4.151, -1.597], [5.623, -3.400, -1.173], [4.211, -5.288, -1.092], [5.142, -6.026, -0.249], [3.920, -1.310, -1.410], [2.350, -1.956, -2.005], [3.101, -0.673, -2.889], [4.952, -2.201, -3.426], [3.411, -2.619, -4.164], [5.328, -5.490, 0.682], [6.040, -6.211, -0.839], [4.714, -6.969, 0.091]],
  "lowdin_spin": [0.203, 0.114, 0.062, 0.064, 0.008, 0.256, 0.107, 0.104, 0.013, 0.001, 0.000, 0.000, 0.000, 0.000, 0.000, 0.000, 0.000, 0.000, 0.001, 0.005, 0.002, 0.000, 0.001, 0.002, 0.003, 0.001, 0.001, 0.001, 0.000, 0.000, 0.000, 0.000, 0.001, 0.001, 0.000, 0.006, 0.000, 0.000, 0.000, 0.000, 0.001, 0.000, 0.007, 0.000, 0.000, 0.002, 0.001, 0.000, 0.000, 0.000, 0.000, 0.002, 0.001, 0.000, 0.001, 0.000, 0.001, 0.000, 0.000, 0.000, 0.000, 0.000, 0.000, 0.000, 0.001, 0.000, 0.001, 0.001, 0.000, 0.000, 0.000, 0.000, 0.000, 0.001, 0.000, 0.000, 0.003, 0.000, 0.000, 0.000, 0.000, 0.000, 0.000, 0.002, 0.002, 0.000, 0.000, 0.000, 0.001, 0.000, 0.001, 0.001, 0.000, 0.000, 0.000, 0.000, 0.000, 0.000, 0.000, 0.000, 0.000, 0.000, 0.000, 0.000, 0.000, 0.000, 0.001, 0.000, 0.000, 0.000, 0.000, 0.000, 0.001, 0.000, 0.000, 0.000, 0.000, 0.000, 0.000, 0.000, 0.000, 0.000, 0.000, 0.000, 0.000, 0.000, 0.000, 0.000, 0.000, 0.000, 0.001, 0.000, 0.000, 0.000, 0.000, 0.000, 0.000, 0.000, 0.001, 0.000, 0.000, 0.000, 0.000, 0.000, 0.000]
}